(1)
C3H12O2S2 | ωB97M-V with the def2-TZVPD basis set

Summary:
structure (SMILES): CCCSS.O.O
total charge: 0
frontier orbital gap: 9.55 eV

Cartesian coordinates (Å):
S (-2.479, -0.402, 0.396)
S (-0.786, -0.257, -0.622)
O (-1.747, 2.146, 2.998)
O (-1.289, -4.396, -1.860)
C (1.795, 0.607, -0.189)
C (0.496, 0.335, 0.518)
C (1.658, 1.677, -1.319)
H (-0.816, 2.105, 3.252)
H (2.533, 1.058, 0.488)
H (-2.514, -1.566, 1.137)
H (2.163, -0.328, -0.622)
H (0.822, 1.360, -1.954)
H (-1.465, -5.061, -2.558)
H (2.498, 1.619, -2.002)
H (-2.043, 1.253, 3.086)
H (-1.129, -3.538, -2.218)
H (1.548, 2.650, -0.856)
H (0.012, 1.170, 1.047)
H (0.742, -0.432, 1.277)


(2)
C3H12O2S2 | ωB97M-V with the def2-TZVPD basis set

Summary:
structure (SMILES): CCSSC.O.O
total charge: 0
frontier orbital gap: 9.14 eV

Cartesian coordinates (Å):
S (-2.720, 1.419, 0.272)
S (-1.078, 1.986, -1.062)
O (0.542, -3.444, -1.406)
O (0.731, -2.536, 2.115)
C (-2.151, -0.314, 0.683)
C (0.315, 2.069, 0.070)
C (1.539, 2.516, -0.759)
H (0.286, 2.754, 0.896)
H (-2.583, -1.019, 0.022)
H (2.085, 1.777, -1.385)
H (2.252, 2.738, -0.007)
H (-0.032, -2.538, 1.484)
H (-2.365, -0.451, 1.792)
H (-0.210, -3.851, -1.835)
H (0.413, 1.061, 0.254)
H (1.348, -2.006, 1.581)
H (1.210, -3.584, -2.074)
H (-1.051, -0.140, 0.611)
H (1.471, 3.561, -1.250)


Of them, the most stable is (1) and the least stable is (2).


(1)
C11H15NO | ωB97M-V with the def2-TZVPD basis set

Summary:
structure (SMILES): Cc1c[nH]c2ccccc12.CCO
total charge: 0
frontier orbital gap: 8.89 eV

Cartesian coordinates (Å):
O (-2.110, 1.448, 0.002)
N (0.961, 0.549, 1.112)
C (1.389, -0.827, -2.324)
C (0.725, -2.517, -0.732)
C (0.707, -1.559, 0.284)
C (1.069, -2.161, -2.027)
C (1.264, 0.142, -1.351)
C (-2.504, 3.585, -1.024)
C (0.751, -1.639, 1.728)
C (0.926, -0.374, 2.171)
C (0.567, -2.859, 2.549)
C (-1.479, 2.576, -0.622)
C (0.952, -0.221, -0.042)
H (0.931, -2.751, 3.571)
H (0.960, -3.741, 2.042)
H (-0.957, 2.114, -1.466)
H (-1.535, 1.077, 0.677)
H (1.462, 1.418, 1.164)
H (1.410, 1.188, -1.596)
H (-3.056, 3.303, -1.910)
H (0.438, -3.524, -0.546)
H (-0.468, -3.143, 2.807)
H (1.294, -3.007, -2.646)
H (-0.726, 3.036, 0.021)
H (1.594, -0.480, -3.325)
H (0.815, -0.001, 3.180)
H (-2.066, 4.533, -1.348)
H (-3.312, 3.835, -0.350)


(2)
C11H15NO | ωB97M-V with the def2-TZVPD basis set

Summary:
total charge: 0
frontier orbital gap: 6.98 eV

Cartesian coordinates (Å):
O (4.763, -0.530, 0.330)
N (-0.544, 0.144, -0.782)
C (-1.286, 1.407, -0.475)
C (2.632, -1.230, 0.048)
C (-2.046, -1.541, 0.125)
C (-1.429, -0.820, -1.041)
C (-2.564, 1.115, 0.522)
C (3.443, -0.113, 0.019)
C (1.324, -1.056, -0.535)
C (1.727, 1.427, -0.291)
C (-2.422, -0.471, 1.161)
C (0.895, 0.255, -0.521)
C (3.052, 1.282, 0.006)
H (-1.627, -0.389, 1.795)
H (1.382, 2.418, -0.111)
H (-1.360, -2.168, 0.839)
H (-3.627, 0.883, -0.178)
H (-0.589, 1.863, 0.206)
H (-2.294, -0.333, -1.535)
H (-3.413, -0.531, 1.711)
H (-2.663, 1.895, 1.243)
H (-3.003, -1.961, -0.281)
H (5.237, 0.268, 1.439)
H (2.865, -2.552, -0.128)
H (-1.557, 1.954, -1.404)
H (0.446, -1.753, -0.661)
H (3.753, 2.060, 0.277)
H (-1.095, -1.525, -1.775)


(3)
C11H15NO | ωB97M-V with the def2-TZVPD basis set

Summary:
structure (SMILES): Cc1c[nH]c2ccccc12.CCO
total charge: 0
frontier orbital gap: 8.79 eV

Cartesian coordinates (Å):
O (0.127, 3.338, -0.609)
N (-1.709, -2.115, -1.360)
C (-0.470, 2.726, 1.627)
C (1.259, -0.668, -0.075)
C (1.832, 0.043, -1.119)
C (-1.755, -2.604, -0.070)
C (0.077, -1.358, -0.256)
C (-0.077, -0.511, -2.489)
C (-0.660, -2.230, 0.627)
C (0.638, 2.696, 0.605)
C (-0.639, -1.258, -1.464)
C (-0.317, -2.453, 2.078)
C (1.148, 0.087, -2.340)
H (-2.595, -1.996, -1.817)
H (0.822, 1.681, 0.242)
H (-1.453, 2.729, 1.175)
H (-0.603, -0.432, -3.439)
H (1.584, 3.175, 0.825)
H (2.859, 0.328, -1.285)
H (0.466, -3.211, 2.135)
H (-0.413, 3.546, 2.353)
H (-1.198, -2.885, 2.564)
H (1.630, 0.659, -3.122)
H (-0.027, -1.501, 2.520)
H (1.778, -0.628, 0.886)
H (-2.616, -3.125, 0.334)
H (0.676, 4.110, -0.812)
H (-0.365, 1.857, 2.285)


Of them, the most stable is (1) and the least stable is (2).


(1)
C2HCl2N3 | ωB97M-V with the def2-TZVPD basis set

Summary:
structure (SMILES): ClC1(Cl)C=NN=N1
total charge: 0
frontier orbital gap: 9.65 eV

Cartesian coordinates (Å):
Cl (-1.237, -1.488, 0.171)
Cl (-1.218, 0.906, 1.775)
N (1.259, 0.072, -1.009)
N (-0.704, 0.942, -0.733)
N (0.277, 0.914, -1.468)
C (-0.537, 0.142, 0.433)
C (0.890, -0.331, 0.103)
H (1.270, -1.158, 0.728)


(2)
C2HCl2N3 | ωB97M-V with the def2-TZVPD basis set

Summary:
total charge: 0
frontier orbital gap: 8.62 eV

Cartesian coordinates (Å):
Cl (-0.834, -2.645, 0.807)
Cl (-2.503, 1.619, 0.604)
N (1.079, 1.513, -0.364)
N (-0.031, 1.056, -0.121)
N (1.486, -1.572, -0.247)
C (0.395, -1.727, 0.105)
C (-1.061, 0.701, 0.325)
H (1.469, 1.055, -1.110)


Of them, the most stable is (1) and the least stable is (2).


(1)
C4H13NO | ωB97M-V with the def2-TZVPD basis set

Summary:
total charge: 0
frontier orbital gap: 9.30 eV

Cartesian coordinates (Å):
O (-0.437, 1.472, -1.652)
N (-0.003, -0.538, -0.258)
C (0.863, 0.502, 0.373)
C (0.734, -1.408, -1.134)
C (0.157, 1.703, 0.946)
C (-1.140, -1.384, 0.985)
H (1.457, -2.093, -0.592)
H (-0.258, 0.540, -0.892)
H (-0.721, -2.381, 1.342)
H (0.123, 2.678, 0.256)
H (0.549, 2.105, 1.873)
H (1.547, 0.775, -0.520)
H (-0.926, 1.612, 1.026)
H (-1.331, -0.495, 1.798)
H (0.209, -2.215, -1.659)
H (-1.398, 1.728, -1.552)
H (1.215, -0.745, -1.906)
H (1.423, -0.167, 1.068)
H (-2.062, -1.690, 0.499)


(2)
C4H13NO | ωB97M-V with the def2-TZVPD basis set

Summary:
structure (SMILES): CC(C)CN.O
total charge: 0
frontier orbital gap: 9.76 eV

Cartesian coordinates (Å):
O (0.909, -1.037, -2.586)
N (1.162, 0.581, 2.034)
C (-1.647, -0.783, -0.116)
C (-0.791, 0.280, 0.560)
C (-0.339, 1.355, -0.469)
C (0.385, -0.368, 1.266)
H (-2.563, -0.344, -0.509)
H (0.713, 1.334, -0.773)
H (0.416, -0.815, -3.382)
H (-2.058, -1.492, 0.599)
H (-0.411, 2.342, -0.004)
H (-0.034, -1.120, 1.933)
H (1.982, 0.213, 2.482)
H (-0.919, 1.333, -1.390)
H (1.321, 1.466, 1.584)
H (1.030, -0.183, -2.151)
H (-1.365, 0.845, 1.286)
H (-1.108, -1.277, -0.919)
H (0.985, -0.934, 0.535)


Of them, the most stable is (2) and the least stable is (1).


(1)
C4H11NO3 | ωB97M-V with the def2-TZVPD basis set

Summary:
structure (SMILES): CN[C@H](C)C(=O)O.O
total charge: 0
frontier orbital gap: 9.24 eV

Cartesian coordinates (Å):
O (2.050, -1.378, -1.621)
O (1.570, 1.630, 1.876)
O (2.456, 0.325, 0.240)
N (-0.272, -0.277, -0.442)
C (-1.506, -1.093, -0.556)
C (1.432, 0.909, 0.927)
C (-0.100, 0.415, 0.791)
C (-1.068, 1.577, 1.015)
H (2.293, -0.479, -0.557)
H (-0.372, 0.448, -1.175)
H (-1.766, -1.647, -1.473)
H (-0.109, -0.368, 1.615)
H (1.391, -2.030, -1.366)
H (-1.405, -1.921, 0.193)
H (-0.701, 2.542, 0.556)
H (-2.032, 1.106, 0.705)
H (-1.305, 1.726, 2.070)
H (1.828, -0.960, -2.455)
H (-2.382, -0.524, -0.342)


(2)
C4H11NO3 | ωB97M-V with the def2-TZVPD basis set

Summary:
structure (SMILES): NCCCC(=O)O.O
total charge: 0
frontier orbital gap: 9.84 eV

Cartesian coordinates (Å):
O (1.211, -0.814, -1.327)
O (-2.044, -0.032, -2.351)
O (2.892, 0.515, -0.920)
N (-1.348, -1.217, 1.351)
C (-1.106, 0.066, 0.676)
C (1.776, -0.114, -0.510)
C (0.148, 0.842, 1.102)
C (1.546, 0.320, 0.904)
H (-1.407, -1.992, 0.715)
H (-1.917, 0.781, 0.811)
H (-2.666, -0.255, -3.048)
H (-2.238, -1.212, 1.837)
H (-1.260, -0.582, -2.415)
H (0.142, 1.850, 0.614)
H (-1.036, -0.110, -0.438)
H (0.050, 1.003, 2.183)
H (3.129, 0.457, -1.856)
H (1.793, -0.572, 1.551)
H (2.336, 1.066, 1.121)


Of them, the most stable is (2) and the least stable is (1).